1.
A molecular structure, C20H27ClN2. Source: OMol25; level of theory: wB97M-V/def2-TZVPD.

Properties
- HOMO-LUMO gap: 7.97 eV
- DFT total energy: -36662.5512 eV
- M: 330.9 g mol⁻¹
- E_HOMO: -7.53 eV
- 2S+1: 1
- ΔE to the lowest compared entry with this formula, charge and spin: 19.015 eV

Geometry as XYZ:
```
50
Properties=species:S:1:pos:R:3:nbo_charge:R:1
C 1.48448 3.75499 -0.93138 -0.62
H 1.98340 4.75036 -0.89180 0.23
H 0.56208 3.93050 -1.37655 0.22
H 2.06480 3.22319 -1.81932 0.17
C 1.55298 2.80059 0.14208 -0.11
C 2.91487 2.89581 0.84991 -0.63
H 2.95445 2.34568 1.92295 0.23
H 3.30705 4.02288 0.80254 0.22
H 3.56546 2.50092 -0.00770 0.19
C 1.08159 1.48690 0.12428 -0.45
C -0.51778 1.61568 -0.09579 -0.38
H -1.09292 2.03398 0.58593 0.21
H -0.70002 1.71894 -1.16758 0.22
C -0.92193 0.04411 -0.11202 -0.24
C -2.45077 -0.09908 -0.10221 0.01
C -3.07834 -0.70161 1.27559 -0.14
C -4.34317 -0.86609 1.38317 -0.25
C -5.23817 -0.19330 0.45230 -0.06
C -4.55700 0.56339 -0.82099 -0.21
C -3.31901 0.52838 -0.80326 -0.21
H -2.92466 0.94318 -1.89327 0.18
H -5.42907 0.99066 -1.34262 0.24
Cl -6.92414 -0.06206 0.63913 0.03
H -4.86967 -1.11385 2.38151 0.22
H -2.37220 -0.93653 1.66318 0.15
C -0.43127 -0.72711 -1.45296 -0.43
C -1.04406 -2.37019 -1.55767 -0.15
N -0.58455 -2.97304 -0.58594 -0.63
H -0.97560 -2.86082 0.48292 0.37
C 0.81575 -3.54668 -0.50655 -0.20
C 1.74895 -2.42822 0.02840 0.26
N 2.60697 -1.98203 -0.82885 -0.42
C 3.53491 -1.07763 -0.14116 0.00
C 3.50359 -0.93356 1.16608 -0.26
C 2.54699 -1.46922 2.01177 -0.16
C 1.71312 -2.08000 1.48404 -0.29
H 0.95737 -2.77267 1.88484 0.21
H 2.55515 -1.17053 3.33405 0.21
H 4.23927 -0.07553 1.60123 0.22
H 4.09995 -0.55013 -0.75434 0.19
H 0.94666 -4.55003 0.09713 0.20
H 0.94328 -3.56990 -1.37939 0.17
H -2.24593 -2.20481 -1.48309 0.20
H -0.81219 -2.73245 -2.50201 0.19
H 0.46850 -0.71489 -1.57088 0.17
H -0.72290 -0.25034 -2.31557 0.18
H -0.40108 -0.67335 0.74251 0.20
H 1.41724 0.83614 1.08505 0.23
H 1.62100 1.15847 -0.78883 0.21
H 0.76659 3.54092 1.09114 0.09
```

---

2.
A single C2H4N2O2 molecule. Source: OMol25; level of theory: wB97M-V/def2-TZVPD.

Properties
- HOMO-LUMO gap: 10.48 eV
- DFT total energy: -9213.1477 eV
- M: 88.1 g mol⁻¹
- E_HOMO: -9.88 eV
- 2S+1: 1
- ΔE to the lowest compared entry with this formula, charge and spin: 2.075 eV

Geometry as XYZ:
```
10
Properties=species:S:1:pos:R:3:nbo_charge:R:1
N -0.75652 -1.55697 0.45538 -0.81
C -0.23099 -0.36214 0.10307 0.75
O -1.00876 0.64456 -0.14516 -0.56
N 1.00675 -0.00172 -0.06157 -0.76
C 0.28739 1.59825 -0.53565 0.62
O 0.37625 1.98175 -1.65748 -0.58
H -1.74256 -1.57091 0.66225 0.41
H -0.17834 -2.25216 0.89773 0.40
H 1.78949 -0.63893 -0.10777 0.39
H 0.45730 2.15826 0.38919 0.14
```

---

3.
A single C5H14N2O molecule. Source: OMol25; level of theory: wB97M-V/def2-TZVPD.

Properties
- HOMO-LUMO gap: 9.69 eV
- DFT total energy: -10438.6891 eV
- M: 118.2 g mol⁻¹
- E_HOMO: -8.68 eV
- 2S+1: 1
- SMILES: CNCCNCCO
- ΔE to the lowest compared entry with this formula, charge and spin: 2.339 eV

Geometry as XYZ:
```
22
Properties=species:S:1:pos:R:3:nbo_charge:R:1
C -0.08829 -1.27727 -0.18270 -0.22
N 1.02815 -0.54163 0.41182 -0.65
C 2.13344 -0.17197 -0.44769 -0.24
C 2.21361 1.35424 -0.65686 -0.05
O 3.08284 1.71279 -1.68936 -0.73
C -1.36826 -0.41413 -0.19906 -0.22
N -1.94800 -0.43830 1.12797 -0.63
C -3.23068 0.21011 1.20246 -0.41
H 0.14586 -1.60490 -1.20191 0.18
H -0.32406 -2.13664 0.43764 0.20
H 1.33448 -0.96342 1.27035 0.37
H 2.04623 -0.66365 -1.42074 0.17
H 3.08237 -0.39774 0.04831 0.19
H 1.22616 1.78578 -0.80636 0.16
H 2.59593 1.76392 0.28615 0.16
H 3.41476 0.98461 -2.20919 0.47
H -1.11753 0.56150 -0.63413 0.17
H -2.08871 -0.87984 -0.87534 0.18
H -1.33816 -0.00991 1.81220 0.36
H -3.63807 0.16269 2.21397 0.20
H -3.21182 1.27691 0.93740 0.16
H -3.95022 -0.31314 0.57507 0.19
```

---

4.
A molecular structure, C17H20Cl2N4S2V. Source: OMol25; level of theory: wB97M-V/def2-TZVPD.

Properties
- HOMO-LUMO gap (spin up / spin down): 6.16 / 4.95 eV
- DFT total energy: -96288.3435 eV
- M: 466.4 g mol⁻¹
- E_HOMO (spin up / spin down): -17.64 / -17.59 eV
- 2S+1: 1
- Charge: +3

Geometry as XYZ:
```
46
Properties=species:S:1:pos:R:3:nbo_charge:R:1
V 1.41423 0.29015 -0.57377 1.02
N -1.77883 -0.34296 -2.06295 -0.71
C -0.74560 -1.13280 -2.23447 0.31
N 0.46210 -1.01358 -1.59351 -0.53
C 1.31744 -2.07978 -1.96588 0.07
C 0.82372 -2.89660 -2.90140 -0.32
S -0.77612 -2.42453 -3.37411 0.57
C 2.52708 -2.15830 -1.15938 0.08
C 3.59114 -2.97211 -1.21236 -0.35
S 4.67507 -2.67184 0.10132 0.60
C 3.65992 -1.41680 0.67426 0.29
N 2.57014 -1.22645 -0.09449 -0.60
N 3.92471 -0.68813 1.76188 -0.75
H -1.89237 0.28033 -1.26320 0.45
H -2.62030 -0.49865 -2.60341 0.45
H 1.25782 -3.78757 -3.32897 0.30
H 3.81686 -3.75112 -1.92416 0.30
H 4.75773 -0.87891 2.30263 0.45
H 3.16769 -0.26475 2.27720 0.42
Cl 3.31557 2.06378 -0.02820 0.15
C 2.96057 2.86689 -1.57108 -0.34
Cl 1.88421 1.76483 -2.53184 0.16
H 3.87754 2.98914 -2.13833 0.29
H 2.41242 3.78571 -1.39497 0.28
C -0.55472 1.95842 2.50083 -0.59
C -0.75930 0.70905 1.61609 -0.19
C -0.37642 -0.55823 2.38707 -0.60
C 0.10404 0.81316 0.41486 -0.05
C -2.18379 0.67759 1.02505 -0.06
C -3.01263 -0.43161 1.17593 -0.21
C -4.29123 -0.42858 0.63155 -0.17
C -4.75098 0.66860 -0.08498 -0.17
C -3.93138 1.78091 -0.24074 -0.21
C -2.65813 1.78589 0.31233 -0.21
H 0.46548 2.00363 2.88505 0.22
H -1.23663 1.88427 3.34797 0.27
H -0.77874 2.88440 1.97419 0.23
H 0.66577 -0.49681 2.70985 0.20
H -0.50398 -1.46401 1.79420 0.22
H -0.98198 -0.64604 3.28800 0.27
H -0.08723 1.59159 -0.37713 0.24
H -2.69097 -1.29648 1.73850 0.24
H -4.93448 -1.28531 0.78238 0.25
H -5.75036 0.66900 -0.49897 0.26
H -4.29250 2.65452 -0.76726 0.25
H -2.06255 2.69011 0.22443 0.21
```

---

5.
2 unconnected molecules or ions with the total composition CH7NO. Source: OMol25; level of theory: wB97M-V/def2-TZVPD.

Properties
- HOMO-LUMO gap: 9.96 eV
- DFT total energy: -4687.7090 eV
- M: 49.1 g mol⁻¹
- E_HOMO: -9.13 eV
- 2S+1: 1
- SMILES: CN.O
- ΔE to the lowest compared entry with this formula, charge and spin: 0.218 eV

Geometry as XYZ:
```
10
Properties=species:S:1:pos:R:3:nbo_charge:R:1
N -0.92482 1.17395 -0.18385 -0.83
C -0.63338 0.30722 -1.30343 -0.41
H -1.68822 1.81133 -0.43612 0.35
H -1.24362 0.66283 0.64669 0.35
H -1.48001 -0.32824 -1.61328 0.16
H 0.21457 -0.34403 -1.03237 0.19
H -0.33437 0.93647 -2.15856 0.19
O 2.16799 -1.20917 1.70612 -0.94
H 2.60523 -1.31552 2.58120 0.47
H 1.31667 -1.69483 1.79356 0.47
```

---

6.
A single C13H9N3OS molecule. Source: OMol25; level of theory: wB97M-V/def2-TZVPD.

Properties
- HOMO-LUMO gap: 7.99 eV
- DFT total energy: -30978.9979 eV
- M: 255.3 g mol⁻¹
- E_HOMO: -8.35 eV
- 2S+1: 1
- SMILES: O=C(/N=c1\nc2ccccn2s1)c1ccccc1
- ΔE to the lowest compared entry with this formula, charge and spin: 0.000 eV

Geometry as XYZ:
```
27
Properties=species:S:1:pos:R:3:nbo_charge:R:1
O -1.05041 -1.76188 -1.56378 -0.56
N -0.64919 -1.71180 1.32339 -0.50
N 0.96952 -1.82002 -0.49773 -0.57
S 1.76918 -2.61917 1.92175 0.52
C 0.03719 -1.25274 -1.35575 0.65
C -0.61244 -1.97951 2.59267 0.41
C -1.74359 -1.75793 3.50907 -0.25
C -1.64299 -2.30585 4.77890 -0.14
C -0.38583 -2.94799 5.25072 -0.29
C 0.72107 -2.99642 4.41372 0.04
C 0.58674 -2.00230 0.74852 0.28
C 1.02666 2.30951 -3.49554 -0.19
C 1.96438 1.73940 -2.61341 -0.23
C -0.21821 1.68137 -3.68426 -0.23
C 1.69172 0.54285 -1.95607 -0.16
C -0.50658 0.51569 -2.97749 -0.14
C 0.44581 -0.10513 -2.14740 -0.17
N 0.63159 -2.41601 3.12315 -0.52
H -2.68536 -1.38667 3.12598 0.25
H -2.50010 -2.23450 5.44534 0.23
H -0.36786 -3.35284 6.24576 0.23
H 1.62615 -3.44817 4.76771 0.23
H 1.29512 3.21846 -4.03362 0.21
H 2.94799 2.21432 -2.48542 0.21
H -0.97790 2.16685 -4.32339 0.22
H 2.44531 0.09607 -1.29409 0.23
H -1.50341 0.07200 -3.09861 0.24
```

---

7.
A molecular structure, C38H28N12O3V. Source: OMol25; level of theory: wB97M-V/def2-TZVPD.

Properties
- HOMO-LUMO gap (spin up / spin down): 5.52 / 6.88 eV
- DFT total energy: -89574.7948 eV
- M: 751.7 g mol⁻¹
- E_HOMO (spin up / spin down): -5.69 / -7.05 eV
- 2S+1: 4
- ΔE to the lowest compared entry with this formula, charge and spin: 0.352 eV

Geometry as XYZ:
```
82
Properties=species:S:1:pos:R:3:mulliken_spin:R:1
V 0.49725 2.12859 0.77145 2.58
O -0.20796 4.26361 -2.56840 0.06
C -0.10772 3.77879 -1.44415 0.08
N 0.90469 3.07247 -0.88696 -0.12
C 2.27945 3.26186 -1.15167 -0.01
C 2.84229 3.72794 -2.32985 -0.01
C 4.22469 3.90481 -2.40061 0.00
C 5.02720 3.62696 -1.30618 0.00
C 4.47327 3.17535 -0.10753 -0.01
C 3.09927 2.99493 -0.01676 0.04
N 2.36168 2.58699 1.13043 -0.04
C 2.90605 1.98246 2.20034 0.02
O 4.08499 1.75011 2.46087 0.04
C 1.82447 1.55466 3.18954 0.08
C 2.17328 1.16018 4.46739 -0.04
C 1.17844 0.83365 5.37032 0.05
C -0.14612 0.92236 4.96217 -0.02
C -0.41923 1.30014 3.66463 0.07
N 0.53574 1.59382 2.76353 -0.07
C -1.16027 4.02278 -0.38269 0.10
C -2.33756 4.69532 -0.65692 -0.05
C -3.20161 5.00833 0.37334 0.09
C -2.83222 4.66569 1.67595 -0.04
C -1.65008 3.99971 1.88794 0.10
N -0.81295 3.63520 0.88430 -0.03
H 2.19723 3.95339 -3.16810 0.00
H 4.67059 4.26664 -3.32016 0.00
H 6.09894 3.76878 -1.37347 0.00
H 5.09420 2.97237 0.75131 0.00
H 3.22666 1.13206 4.71196 0.00
H 1.42471 0.52508 6.37838 0.00
H -0.96128 0.69964 5.63684 0.00
H -1.44154 1.37700 3.31634 0.01
H -2.53077 4.97053 -1.68590 0.00
H -4.13149 5.53032 0.18100 0.01
H -3.45348 4.92902 2.52230 0.00
H -1.32783 3.75052 2.88875 0.01
C -4.44113 -0.98167 1.09753 0.00
N -3.37117 -0.13516 0.59040 0.00
C -2.12330 0.02157 1.03418 0.04
N -1.47066 0.87118 0.26256 0.01
C -2.40423 1.20204 -0.67925 0.03
N -3.56547 0.61136 -0.52441 0.00
C -4.18412 -2.46314 0.95641 0.00
C -4.95595 -3.34585 1.70219 0.00
C -4.81730 -4.71519 1.53599 0.00
C -3.90088 -5.21932 0.62563 0.00
C -3.11793 -4.33944 -0.10881 0.00
C -3.25687 -2.96478 0.05571 0.00
C -2.14823 -4.87038 -1.07486 0.00
N -2.11902 -6.02019 -1.63923 0.00
N -0.99212 -6.01158 -2.47541 0.00
C -0.44469 -4.86201 -2.32162 0.00
O -1.12370 -4.07630 -1.45282 0.00
C 0.78511 -4.32971 -2.91683 0.00
C 1.31909 -4.92287 -4.05102 0.00
C 2.49477 -4.41762 -4.58600 0.00
C 3.13277 -3.34297 -3.98652 0.00
C 2.60422 -2.75653 -2.84181 0.00
C 3.35593 -1.62624 -2.18028 0.00
N 2.63050 -1.02289 -1.07631 0.00
C 1.91395 0.09777 -1.06972 0.07
N 1.37387 0.27138 0.12562 -0.14
C 1.80801 -0.82167 0.82170 0.04
N 2.56327 -1.64020 0.13058 0.00
C 1.42347 -3.24943 -2.31524 0.00
H -5.31490 -0.70576 0.51326 0.00
H -4.64234 -0.72189 2.13523 0.00
H -1.72591 -0.50877 1.88655 0.00
H -2.20603 1.87528 -1.49859 -0.01
H -5.68012 -2.96063 2.41315 0.00
H -5.42402 -5.39296 2.12296 0.00
H -3.77918 -6.28546 0.48097 0.00
H -2.64847 -2.29506 -0.54224 0.00
H 0.81433 -5.76820 -4.50217 0.00
H 2.91658 -4.86486 -5.47707 0.00
H 4.05409 -2.95958 -4.41261 0.00
H 3.57355 -0.83773 -2.89846 0.00
H 4.30130 -1.98510 -1.77953 0.00
H 1.82240 0.76784 -1.91117 0.00
H 1.56781 -1.00148 1.85872 0.00
H 0.99970 -2.81789 -1.41715 0.00
```